Entry from the OMol25 dataset: a cluster of 14 separate species, C56H94F18O28S8 in total in a non-equilibrium geometry (ωB97M-V/def2-TZVPD).

Output
- orbital gap (eV) = 9.949

Each line ends with the Löwdin charge.
Geometry (Å):
1 C 0.500 6.266 4.921  -0.19
2 C -0.952 5.763 5.181  -0.17
3 C -1.337 4.855 3.965  -0.18
4 S -0.174 5.335 2.572  0.72
5 O -0.856 5.909 1.414  -0.34
6 O 0.781 4.228 2.342  -0.34
7 C 0.693 6.607 3.435  -0.24
8 H 1.282 5.531 5.113  0.11
9 H 0.731 7.110 5.572  0.11
10 H -1.556 6.670 5.202  0.10
11 H -1.221 5.282 6.122  0.11
12 H -2.341 4.862 3.540  0.08
13 H -1.100 3.814 4.184  0.05
14 H 0.276 7.559 3.106  0.11
15 H 1.687 6.673 2.994  0.09
16 C -3.504 -2.635 4.149  -0.20
17 C -2.679 -3.328 3.097  -0.21
18 C -1.248 -2.758 3.300  -0.18
19 S -0.976 -2.682 5.094  0.72
20 O -0.618 -1.315 5.468  -0.35
21 O -0.145 -3.848 5.433  -0.33
22 C -2.735 -2.959 5.517  -0.18
23 H -4.579 -2.815 4.174  0.12
24 H -3.481 -1.575 3.894  0.07
25 H -3.063 -3.190 2.087  0.10
26 H -2.643 -4.417 3.050  0.12
27 H -1.330 -1.686 3.115  0.08
28 H -0.416 -3.313 2.868  0.10
29 H -3.017 -2.417 6.419  0.09
30 H -2.802 -4.017 5.770  0.10
31 C -4.204 1.300 6.485  -0.19
32 C -5.224 0.376 5.838  -0.24
33 C -5.513 0.778 4.415  -0.18
34 S -3.896 1.501 3.744  0.76
35 O -4.060 2.939 3.345  -0.37
36 O -3.084 0.645 2.917  -0.35
37 C -3.073 1.520 5.437  -0.17
38 H -3.763 0.939 7.414  0.12
39 H -4.721 2.239 6.681  0.11
40 H -6.184 0.309 6.348  0.12
41 H -4.836 -0.641 5.773  0.09
42 H -6.131 1.661 4.583  0.10
43 H -6.055 0.145 3.713  0.09
44 H -2.306 2.285 5.556  0.09
45 H -2.532 0.574 5.419  0.07
46 C 2.358 -0.526 6.492  -0.23
47 C 3.051 -0.429 5.156  -0.26
48 C 2.338 0.502 4.225  -0.18
49 S 1.825 1.911 5.383  0.78
50 O 0.495 2.465 4.985  -0.38
51 O 2.848 2.892 5.810  -0.35
52 C 1.547 0.732 6.809  -0.18
53 H 3.100 -0.762 7.254  0.11
54 H 1.798 -1.462 6.485  0.10
55 H 3.294 -1.446 4.847  0.13
56 H 4.049 -0.037 5.352  0.11
57 H 1.440 -0.069 3.989  0.10
58 H 2.880 0.882 3.359  0.10
59 H 0.525 0.409 6.612  0.06
60 H 1.546 1.233 7.778  0.11
61 C 4.395 -6.787 0.777  -0.24
62 C 4.761 -5.520 0.095  -0.24
63 C 3.963 -4.409 0.783  -0.20
64 S 2.361 -5.124 1.287  0.70
65 O 1.272 -4.706 0.411  -0.35
66 O 2.246 -5.037 2.728  -0.32
67 C 2.889 -6.797 0.804  -0.23
68 H 4.780 -6.844 1.795  0.12
69 H 4.739 -7.690 0.273  0.12
70 H 4.479 -5.584 -0.956  0.12
71 H 5.831 -5.314 0.054  0.10
72 H 3.685 -3.529 0.203  0.08
73 H 4.458 -4.211 1.733  0.11
74 H 2.587 -6.922 -0.235  0.08
75 H 2.381 -7.545 1.413  0.12
76 C -2.831 -5.249 -1.885  -0.27
77 C -2.987 -6.638 -2.445  -0.21
78 C -2.177 -7.572 -1.547  -0.22
79 S -0.849 -6.669 -0.671  0.71
80 O 0.425 -7.198 -1.106  -0.34
81 O -1.195 -6.512 0.731  -0.34
82 C -1.410 -5.019 -1.546  -0.19
83 H -3.502 -5.008 -1.061  0.12
84 H -2.920 -4.493 -2.666  0.09
85 H -2.723 -6.624 -3.502  0.12
86 H -4.049 -6.880 -2.487  0.12
87 H -1.766 -8.458 -2.032  0.10
88 H -2.800 -7.963 -0.742  0.10
89 H -0.830 -5.164 -2.457  0.10
90 H -1.072 -4.247 -0.854  0.08
91 C -4.390 -1.367 -1.759  -0.23
92 C -3.259 -1.792 -0.864  -0.20
93 C -3.246 -0.754 0.262  -0.18
94 S -5.075 -0.531 0.648  0.76
95 O -5.323 0.917 0.899  -0.36
96 O -5.387 -1.512 1.705  -0.36
97 C -5.658 -1.133 -0.945  -0.20
98 H -4.634 -2.174 -2.450  0.11
99 H -4.174 -0.517 -2.406  0.10
100 H -2.325 -1.787 -1.426  0.11
101 H -3.356 -2.817 -0.507  0.10
102 H -3.081 0.269 -0.077  0.07
103 H -2.701 -0.931 1.189  0.07
104 H -6.502 -0.506 -1.233  0.11
105 H -6.060 -2.115 -0.695  0.10
106 C -4.238 5.252 -1.455  -0.23
107 C -3.460 4.886 -0.203  -0.20
108 C -3.959 3.467 0.047  -0.26
109 S -4.067 2.704 -1.554  0.75
110 O -5.429 2.178 -1.779  -0.35
111 O -2.860 1.849 -1.842  -0.37
112 C -4.006 4.241 -2.570  -0.18
113 H -3.951 6.294 -1.599  0.12
114 H -5.296 5.176 -1.203  0.12
115 H -3.614 5.519 0.670  0.12
116 H -2.385 4.716 -0.258  0.10
117 H -4.993 3.411 0.388  0.10
118 H -3.450 2.820 0.762  0.08
119 H -4.830 4.116 -3.273  0.10
120 H -3.033 4.362 -3.046  0.09
121 C 5.688 0.441 -0.502  -0.04
122 C 5.297 -1.006 -0.361  -0.22
123 O 5.316 -1.554 -1.661  0.03
124 C 5.977 -2.665 -1.912  -0.33
125 O 6.434 -3.415 -1.030  0.11
126 C 6.030 -3.031 -3.396  -0.53
127 F 6.275 -1.957 -4.157  0.17
128 F 6.978 -3.963 -3.640  0.16
129 F 4.852 -3.542 -3.740  0.17
130 H 4.858 1.029 -0.895  0.08
131 H 6.647 0.513 -1.014  0.09
132 H 5.858 0.805 0.511  0.08
133 H 4.312 -1.157 0.081  0.11
134 H 5.962 -1.486 0.357  0.13
135 C 3.154 1.598 -4.839  -0.04
136 C 3.222 3.141 -4.870  -0.20
137 O 1.963 3.598 -4.442  0.04
138 C 1.713 3.715 -3.129  -0.31
139 O 2.575 3.482 -2.254  0.11
140 C 0.285 3.968 -2.789  -0.54
141 F 0.023 3.595 -1.532  0.18
142 F 0.003 5.304 -2.936  0.15
143 F -0.474 3.277 -3.602  0.18
144 H 2.957 1.285 -3.814  0.07
145 H 4.130 1.189 -5.099  0.08
146 H 2.427 1.157 -5.522  0.07
147 H 3.492 3.599 -5.821  0.13
148 H 4.103 3.383 -4.275  0.12
149 C 1.833 -3.105 -5.224  -0.04
150 C 1.577 -2.381 -6.594  -0.21
151 O 2.795 -2.012 -7.210  0.00
152 C 3.541 -2.974 -7.896  -0.32
153 O 3.163 -4.036 -8.286  0.19
154 C 4.995 -2.454 -8.069  -0.51
155 F 5.831 -3.285 -7.485  0.19
156 F 5.314 -2.407 -9.412  0.12
157 F 5.165 -1.205 -7.601  0.15
158 H 0.886 -3.087 -4.686  0.07
159 H 2.583 -2.517 -4.696  0.05
160 H 2.328 -4.076 -5.253  0.08
161 H 0.990 -1.485 -6.394  0.11
162 H 0.837 -2.958 -7.149  0.12
163 C -0.315 1.468 1.189  -0.02
164 C 1.102 1.399 0.528  -0.14
165 O 1.050 0.507 -0.625  0.01
166 C 1.418 -0.807 -0.551  -0.31
167 O 1.841 -1.336 0.472  0.12
168 C 1.427 -1.566 -1.883  -0.56
169 F 2.639 -2.139 -1.965  0.16
170 F 0.542 -2.502 -1.958  0.21
171 F 1.273 -0.705 -2.922  0.14
172 H -1.034 2.000 0.566  0.07
173 H -0.259 1.875 2.199  0.06
174 H -0.726 0.462 1.269  0.06
175 H 1.834 1.027 1.245  0.10
176 H 1.411 2.363 0.123  0.09
177 C 3.608 4.698 0.441  -0.04
178 C 2.573 5.610 -0.144  -0.25
179 O 2.587 6.871 0.490  0.01
180 C 2.916 7.946 -0.276  -0.32
181 O 3.203 7.937 -1.458  0.15
182 C 2.936 9.229 0.612  -0.51
183 F 4.123 9.860 0.439  0.15
184 F 2.035 10.074 0.016  0.13
185 F 2.632 9.053 1.873  0.20
186 H 3.405 3.671 0.137  0.06
187 H 3.516 4.702 1.527  0.08
188 H 4.578 5.033 0.075  0.09
189 H 1.572 5.204 0.004  0.10
190 H 2.645 5.724 -1.226  0.11
191 C -1.733 1.303 -5.761  -0.04
192 C -2.163 0.201 -4.809  -0.20
193 O -2.723 -0.867 -5.532  0.04
194 C -2.833 -2.089 -5.020  -0.32
195 O -2.245 -2.531 -4.038  0.11
196 C -3.745 -3.082 -5.833  -0.66
197 F -4.616 -3.684 -5.109  0.22
198 F -4.376 -2.413 -6.767  0.19
199 F -3.026 -3.997 -6.417  0.20
200 H -0.865 1.192 -6.411  0.07
201 H -1.436 2.172 -5.174  0.06
202 H -2.485 1.488 -6.528  0.08
203 H -2.915 0.462 -4.064  0.11
204 H -1.352 -0.038 -4.121  0.12